No. 1
Here is a molecular structure, C14H24ClI2OP2Tl in a non-equilibrium geometry from the OMol25 dataset. Energies are from ωB97M-V/def2-TZVPD.

HOMO-LUMO gap (alpha / beta)   3.725 / 3.724 eV
Net charge   +2
ΔE to the lowest compared entry with this formula, charge and spin   0.0 kJ/mol

Each line ends with the Mulliken charge.
Cartesian coordinates (Å):
I: 0.02201 -1.55677 -8.31826  -0.008
I: 0.02969 1.15765 -8.25656  -0.020
Tl: -0.04195 -0.95296 -2.50119  0.512
P: -2.53081 -0.04026 -1.18611  0.412
C: -3.70831 -0.03143 -2.60130  -1.166
C: -3.31936 -1.33366 -0.15330  -1.172
H: -4.39478 -1.11754 -0.07481  0.413
H: -4.21043 1.30181 -0.07660  0.388
H: -2.86938 -1.32440 0.84817  0.338
H: -2.59177 1.52919 0.66987  0.276
H: -3.58909 -0.94239 -3.20353  0.394
H: -3.17865 -2.32209 -0.60943  0.355
C: -3.13709 1.42855 -0.27720  -1.120
H: -4.73404 0.01080 -2.20569  0.389
H: -2.98522 2.32432 -0.89070  0.370
H: -3.52119 0.85402 -3.22421  0.373
P: 2.37281 -0.06368 -1.09261  0.376
C: 3.65355 -0.04796 -2.40291  -1.150
C: 2.86867 1.41862 -0.14157  -1.065
H: 2.54548 -1.34894 0.97256  0.268
H: 4.13909 -1.14758 0.15878  0.413
H: 2.95200 -2.34487 -0.46469  0.356
C: 3.06766 -1.35602 0.00421  -1.070
H: 2.24228 1.52859 0.75414  0.243
H: 3.92413 1.31461 0.15477  0.387
H: 4.65056 -0.02032 -1.93201  0.369
H: 3.52338 0.84701 -3.03216  0.387
H: 2.75595 2.30578 -0.78046  0.376
H: 3.57163 -0.95281 -3.02743  0.392
C: -0.37766 0.85855 -4.63174  0.113
O: -0.20129 -0.04115 -5.31705  -0.004
Cl: -0.20801 2.65632 2.83941  -0.091
C: 0.07459 1.19225 3.64403  0.782
C: 0.23314 1.17783 5.01592  -0.634
C: 0.45515 -0.03339 5.69008  -0.225
C: 0.45229 -1.24071 4.97483  -0.829
C: 0.30457 -1.23577 3.60602  -0.273
C: 0.12858 -0.01716 2.85805  0.608
C: -0.00953 -0.03207 1.48326  -1.044
H: 0.18793 2.10967 5.57891  0.458
H: 0.62461 -0.04017 6.74964  0.463
H: 0.55438 -2.19278 5.50812  0.403
H: 0.35192 -2.16901 3.03515  0.395
H: -0.15787 -0.97850 0.96534  0.427
H: 0.08037 0.86880 0.89025  0.437


No. 2
Here is a molecular structure, C14H24CoNO2P in a non-equilibrium geometry from the OMol25 dataset. Energies are from ωB97M-V/def2-TZVPD.

Multiplicity   4
HOMO-LUMO gap (alpha / beta)   7.177 / 7.278 eV
ΔE to the lowest compared entry with this formula, charge and spin   37.5 kJ/mol
Expectation value of S²   3.7656

Each line ends with the Mulliken spin population.
Cartesian coordinates (Å):
C: -2.41299 0.12896 -2.53965  -0.010
C: -1.95209 -0.98563 -1.83747  0.022
C: -1.26853 -0.86466 -0.60402  -0.103
C: -0.97874 0.41739 -0.11539  0.261
C: -1.27884 1.51915 -0.92607  -0.104
C: -2.10240 1.40504 -2.05625  0.003
C: -1.01337 -2.13369 0.15191  0.010
C: -0.25042 -3.23130 -0.62837  0.001
N: 1.10369 -2.89624 -0.98744  0.000
Co: -0.41667 0.93001 1.85480  2.581
C: -0.76183 2.86640 -0.51695  -0.006
P: 0.54184 2.52650 0.75293  0.139
H: -2.14970 -1.98147 -2.24437  0.001
H: -2.47079 2.30996 -2.55231  0.000
H: -3.00056 0.01537 -3.45675  0.000
H: -1.56389 3.47839 -0.07211  -0.006
H: -0.30327 3.44113 -1.33594  0.003
H: -0.53563 -1.90941 1.11520  0.006
H: -1.99899 -2.57187 0.37475  -0.001
H: -0.18436 -4.15069 -0.00558  0.000
C: 1.08998 4.13703 1.34516  0.020
C: 1.89238 1.74914 -0.19167  0.017
H: -0.76866 -3.46407 -1.56973  0.000
C: 1.40175 -2.35820 -2.27482  0.000
C: 2.07604 -2.74401 0.06022  0.001
H: -0.06521 2.18028 2.96866  0.033
H: 1.81371 -3.13049 -2.94396  0.000
H: 0.48534 -1.97939 -2.75012  0.000
H: 2.16514 -1.57038 -2.17957  0.000
H: 2.74524 -3.62271 0.13119  0.000
H: 2.71598 -1.87312 -0.16203  0.000
H: 1.56191 -2.62551 1.02987  0.000
H: 2.37313 2.48726 -0.84265  0.003
H: 2.61043 1.32732 0.51895  0.003
H: 1.46797 0.94370 -0.80271  -0.008
H: 0.92699 4.92100 0.59125  0.005
H: 0.52246 4.37906 2.25282  -0.002
H: 2.15799 4.09335 1.60494  0.001
H: 0.51652 1.63376 3.06496  0.029
O: -1.49877 0.30105 4.65649  0.014
C: -1.19277 -0.68569 3.96927  0.009
O: -0.45430 -0.71270 2.89449  0.075
H: -1.54570 -1.70005 4.25808  0.003


No. 3
Here is C14H24F2I2N2O8S3 in the gas phase in a non-equilibrium geometry from the OMol25 dataset. Energies are from ωB97M-V/def2-TZVPD.

HOMO-LUMO gap   6.489 eV

Each line ends with the Mulliken charge.
Cartesian coordinates (Å):
C: 2.45420 -2.51964 2.55509  -0.659
C: 3.24686 -1.85093 1.29497  0.470
O: 3.79985 -2.70435 0.44844  -0.563
O: 3.41867 -0.41342 1.07498  0.086
C: 2.21854 0.17922 0.47459  0.827
O: 2.42984 1.25983 -0.25453  -0.524
C: 0.70143 -0.35700 0.68677  -0.857
S: -0.50297 0.28718 -0.63057  0.908
C: 0.34271 -0.07040 -2.25448  -0.608
C: -0.64444 -0.53655 -3.46019  -0.878
C: -2.01918 -1.26514 -2.99254  -0.425
C: -1.82186 -2.59167 -2.07173  -0.667
N: -2.46153 -2.38432 -0.72805  0.468
C: -2.02953 -3.39613 0.29743  -0.925
C: -3.94380 -2.21587 -0.80164  0.360
C: -4.62927 -1.36685 0.44204  -0.611
O: -4.70267 -2.64067 -1.76935  -0.567
C: -0.80213 2.14096 -0.39049  -0.752
I: -0.29212 2.86865 1.60258  0.270
C: -2.45050 2.32104 -0.54607  0.316
C: -2.88447 3.11189 -1.89801  -1.082
I: -3.39079 3.30637 1.16264  0.047
H: 2.34222 -1.75297 3.42801  0.267
H: 2.93876 -3.49648 2.94760  0.326
H: 1.37250 -2.81579 2.19040  0.115
H: 0.32724 -0.11491 1.77798  0.429
H: 0.61424 -1.53095 0.60265  -0.015
H: 1.18685 -0.87325 -2.14986  0.484
H: 0.85340 0.93713 -2.59457  0.472
H: -0.96900 0.44009 -4.03746  0.297
H: -0.00212 -1.14416 -4.21871  0.330
H: -2.71226 -0.45126 -2.54512  0.225
H: -2.55071 -1.62946 -3.98129  0.350
H: -2.16527 -3.59080 -2.59315  0.328
H: -0.66176 -2.72254 -1.90564  0.333
H: -2.33853 -2.99068 1.36109  0.270
H: -2.46798 -4.44817 0.08965  0.313
H: -0.85119 -3.37655 0.30639  0.238
H: -4.20709 -0.26808 0.38052  -0.048
H: -4.26773 -1.81847 1.45444  0.265
H: -5.78404 -1.32292 0.37370  0.308
H: -0.31724 2.75297 -1.26898  0.493
H: -2.93569 1.24766 -0.61621  -0.316
H: -2.71431 4.26526 -1.82801  0.389
H: -2.39012 2.70163 -2.86350  0.243
H: -4.04843 2.97513 -2.02027  0.362
N: 4.64875 2.60410 3.50719  -0.255
S: 5.43499 3.95968 3.64834  1.041
O: 4.88823 5.12111 2.97098  -0.586
O: 6.88134 3.89142 3.73175  -0.586
F: 5.07480 4.31390 5.16780  -0.284
S: 4.74970 2.02586 2.04951  0.923
O: 3.78095 0.95714 1.77132  -0.447
O: 6.06744 1.79345 1.49304  -0.615
F: 4.18524 3.19868 1.12852  -0.285


No. 4
Here is 3 unconnected molecules or ions with the total composition C14H24IN4O6 from the OMol25 dataset. Energies are from ωB97M-V/def2-TZVPD.

HOMO-LUMO gap   10.279 eV
Net charge   +1
ΔE to the lowest compared entry with this formula, charge and spin   0.0 kJ/mol

Each line ends with the Mulliken charge.
Cartesian coordinates (Å):
C: 4.36649 -0.90734 -0.43156  -1.533
C: 4.09987 0.48818 0.14303  1.304
C: 5.02622 1.52602 -0.48750  -1.689
C: 2.65063 0.94212 -0.07066  -1.019
N: 1.68831 -0.15699 -0.10188  0.059
C: 0.44137 -0.00687 -0.49608  0.454
N: -0.48891 -0.98726 -0.56440  -0.513
C: -1.58105 -0.40900 -1.02266  0.175
I: -3.36678 -1.34068 -1.37380  0.277
N: -1.39280 0.90237 -1.24297  -0.222
N: -0.09018 1.16743 -0.90102  0.055
H: 4.08525 -1.69386 0.27190  0.391
H: 5.41996 -1.02466 -0.67051  0.416
H: 3.79433 -1.08103 -1.34716  0.317
H: 4.29317 0.48861 1.21330  -0.214
H: 5.02618 2.46209 0.06968  0.337
H: 4.75855 1.70844 -1.53079  0.444
H: 6.04897 1.15328 -0.48265  0.424
H: 2.35344 1.64463 0.71472  0.386
H: 2.58776 1.47294 -1.02833  0.478
H: 1.94367 -1.08950 0.18532  0.289
H: -2.03172 1.60430 -1.57767  0.186
H: 0.33574 2.07676 -0.97219  0.256
C: -6.50860 -1.62523 -5.90940  -1.414
C: -6.96771 -2.39340 -4.70132  0.500
C: -8.04568 -1.74151 -3.85756  -0.492
O: -7.76887 -2.27192 -2.55114  -0.301
C: -6.46697 -2.59249 -2.50193  0.660
O: -5.88337 -2.91079 -1.50627  -0.598
O: -5.90387 -2.51258 -3.72311  -0.308
H: -5.62510 -2.09110 -6.34288  0.358
H: -7.29656 -1.61431 -6.66202  0.383
H: -6.25875 -0.59698 -5.64489  0.343
H: -7.26242 -3.41001 -4.97319  0.275
H: -9.06060 -1.99475 -4.14791  0.306
H: -7.92892 -0.65606 -3.81883  0.294
C: 2.76864 1.72902 6.84113  -1.457
C: 2.79353 1.69892 5.33767  0.534
C: 2.85940 0.32774 4.69467  -0.535
O: 3.54643 0.60185 3.46128  -0.332
C: 4.31179 1.71213 3.65604  0.643
O: 5.12004 2.10055 2.87528  -0.509
O: 4.00826 2.29214 4.82793  -0.355
H: 2.89517 2.74851 7.20124  0.365
H: 1.81417 1.34904 7.20537  0.382
H: 3.57360 1.12070 7.25397  0.352
H: 1.95909 2.27228 4.92251  0.239
H: 1.89040 -0.11774 4.48698  0.322
H: 3.46845 -0.36398 5.28023  0.286